(1)
The following is a quantum chemistry calculation of the ion C6H11BrN with charge +1 at a distorted geometry, from OMol25.

**Calculated total energy**: -77925.398 eV
**SMILES**: CC[N+]1=C(Br)CCC1
**HOMO level**: -14.91 eV
**Net charge**: +1
**Energy above the lowest of the compared OMol25 structures with the same formula, charge and spin**: 17.7 kcal per mole

Structure (XYZ):
```
19
Properties=species:S:1:pos:R:3:forces:R:3
C -1.235 -0.735 0.095 4.052 3.105 -1.102
C -1.564 -0.828 -1.394 0.217 -0.061 -0.276
C -0.188 -0.472 -2.125 -1.275 -1.436 2.368
C 0.698 0.061 -0.998 1.016 0.045 -0.733
C 1.071 1.360 1.892 1.309 3.114 -2.041
C 0.651 0.030 1.553 -1.186 -2.209 0.402
N 0.027 -0.186 0.267 -4.044 -2.292 -0.789
Br -2.318 -0.996 1.513 -0.687 -0.456 0.102
H -1.900 -1.867 -1.580 0.281 0.464 -0.086
H -2.395 -0.194 -1.761 0.285 -0.128 0.837
H 0.101 -1.420 -2.549 0.771 0.059 -0.277
H -0.165 0.320 -2.811 -0.882 0.567 -1.462
H 1.682 -0.464 -1.020 -0.511 0.871 0.307
H 0.756 1.163 -1.166 0.554 -0.802 0.560
H 0.227 2.009 1.973 -0.694 0.597 -0.093
H 1.462 1.315 2.853 1.034 0.032 1.768
H 1.823 1.905 1.218 -0.922 -1.137 0.839
H -0.095 -0.265 2.272 -0.442 0.135 0.306
H 1.363 -0.737 1.767 1.126 -0.466 -0.628
```
Positions in Å, forces in eV/Å.

=====

(2)
The following is a quantum chemistry calculation of an isolated molecule of C6H11BrO3 at a distorted geometry, from OMol25.

**Calculated total energy**: -82580.448 eV
**HOMO level**: -8.80 eV
**Net charge**: 0
**Energy above the lowest of the compared OMol25 structures with the same formula, charge and spin**: 130.8 kcal per mole

Structure (XYZ):
```
21
Properties=species:S:1:pos:R:3:forces:R:3
C 0.198 -0.805 0.590 -1.746 2.073 -2.432
C -1.222 0.309 -0.424 2.525 -0.914 2.690
C 1.308 0.255 0.370 1.163 -2.501 -0.385
C -2.294 0.637 0.624 2.940 -1.093 0.257
C -1.599 -0.425 -1.672 -1.281 0.464 -1.986
C 2.677 -0.484 0.038 1.222 4.218 0.297
O -0.366 1.405 -0.501 -1.502 1.124 -0.583
O 0.934 0.999 -0.787 0.856 -0.811 -0.139
O 1.411 1.040 1.485 3.057 2.897 -0.349
Br -0.311 -1.220 2.351 0.120 -0.179 0.293
H 0.352 -1.722 0.013 0.017 0.308 0.204
H -1.799 1.176 1.449 -0.222 -0.139 -0.408
H -2.485 -0.353 0.998 -0.983 -0.313 0.445
H -3.138 1.162 0.317 -1.494 0.709 -0.899
H -1.846 -1.498 -1.398 0.079 1.337 -0.637
H -0.851 -0.375 -2.536 -0.552 -0.258 1.631
H -2.525 0.142 -2.160 1.506 -1.428 1.154
H 2.783 -1.021 -0.841 -0.611 -0.759 -2.144
H 2.918 -1.171 0.765 0.115 -1.418 2.148
H 3.636 0.227 0.030 -2.256 -0.945 0.051
H 2.220 1.721 1.287 -2.950 -2.371 0.793
```
Positions in Å, forces in eV/Å.

=====

(3)
The following is a quantum chemistry calculation of a cluster of 2 separate species, C6H11Cl in total at a distorted geometry, from OMol25.

**Calculated total energy**: -18919.515 eV
**HOMO level**: -8.84 eV
**Net charge**: 0
**Energy above the lowest of the compared OMol25 structures with the same formula, charge and spin**: 70.2 kcal per mole

Structure (XYZ):
```
18
Properties=species:S:1:pos:R:3:forces:R:3
C -1.824 -0.199 0.304 -2.046 -1.068 0.897
C -0.892 0.704 0.236 4.713 -1.032 -1.751
C -0.984 2.076 -0.384 -0.132 -0.044 0.675
C 1.287 -0.780 1.406 1.865 -2.720 -3.948
C 0.701 -1.273 -1.093 1.763 -0.341 0.351
C 0.984 -0.187 0.018 -4.109 -0.255 0.612
Cl 2.069 1.097 -0.538 -0.040 -0.560 0.359
H -1.713 -1.318 0.465 0.040 1.689 -0.082
H -2.869 0.204 0.254 0.704 -0.720 -0.023
H -1.372 1.873 -1.368 -0.298 0.255 -0.508
H -1.712 2.707 0.159 0.437 -0.129 -0.250
H -0.030 2.609 -0.556 -0.446 -0.369 0.599
H 2.271 -1.329 1.357 -0.755 -0.181 -0.593
H 1.636 -0.085 2.007 0.515 3.826 3.448
H 0.615 -1.498 1.826 -0.903 0.094 0.017
H 0.480 -2.315 -0.659 0.804 1.540 -0.455
H 1.566 -1.288 -1.877 -1.570 -0.233 1.513
H -0.212 -0.995 -1.557 -0.543 0.250 -0.862
```
Positions in Å, forces in eV/Å.

=====

(4)
The following is a quantum chemistry calculation of a cluster of 2 separate species, C6H11ClN2 in total at a distorted geometry, from OMol25.

**Calculated total energy**: -21901.672 eV
**Multiplicity**: 2
**HOMO level (spin up / spin down)**: -1.77 / -3.61 eV
**Net charge**: -1
**Energy above the lowest of the compared OMol25 structures with the same formula, charge and spin**: 7.6 kcal per mole

Structure (XYZ):
```
20
Properties=species:S:1:pos:R:3:forces:R:3
C 0.979 -2.044 1.228 0.238 1.016 0.327
C -0.377 -1.402 0.868 0.690 -2.022 -0.174
N -0.265 -0.309 -0.057 1.067 -0.901 -1.644
C 0.212 -0.301 -1.431 -1.274 -0.010 0.283
C -0.106 0.934 -1.999 1.302 -3.027 0.930
N -0.473 1.702 -0.968 -0.386 0.160 2.036
C -0.531 0.978 0.222 -0.222 2.286 1.101
C -0.872 3.038 -1.002 -0.789 0.403 -2.101
H 1.596 -1.296 1.725 0.105 0.297 -0.153
H 1.529 -2.342 0.336 -0.110 -0.259 0.025
H 0.983 -2.824 1.990 -0.420 -0.410 -0.312
H -0.935 -1.231 1.788 0.134 1.125 -0.116
H -1.003 -2.171 0.415 -0.078 -0.237 -0.421
H 0.644 -1.202 -1.842 -0.259 0.164 -0.172
H -0.109 1.221 -3.040 0.304 0.194 0.225
H -1.001 1.391 1.102 -0.129 -0.324 -0.146
H -0.335 3.357 -1.896 -0.139 1.263 0.174
H -0.722 3.667 -0.125 0.504 -0.417 0.053
H -1.931 3.028 -1.258 -0.461 0.656 0.140
Cl 2.718 -4.194 3.944 -0.076 0.041 -0.057
```
Positions in Å, forces in eV/Å.

=====

(5)
The following is a quantum chemistry calculation of a structure of composition C6H11ClN3RhYb at a distorted geometry, from OMol25.

**Calculated total energy**: -57924.874 eV
**Multiplicity**: 6
**HOMO level (spin up / spin down)**: -4.94 / -5.06 eV
**Net charge**: -1
**Energy above the lowest of the compared OMol25 structures with the same formula, charge and spin**: 5.7 kcal per mole

Structure (XYZ):
```
23
Properties=species:S:1:pos:R:3:forces:R:3
Rh -1.544 1.632 1.528 -2.739 0.010 0.972
Cl -2.516 0.459 3.228 -0.413 0.100 0.478
C -2.443 0.469 0.064 0.187 -0.278 -0.861
H -1.968 -0.534 0.065 -0.452 0.279 -0.131
H -2.378 0.984 -0.920 -0.116 -0.462 0.418
H -3.476 0.332 0.388 0.112 0.037 -0.165
Yb 0.331 -0.299 -0.855 0.330 -1.103 -0.787
C 2.443 0.208 -1.748 -0.452 0.090 0.362
C -0.631 -0.913 -3.023 0.116 0.521 0.827
C 0.549 -2.604 -0.112 -0.294 0.510 1.645
H -0.779 -1.998 -2.890 -0.122 0.257 -0.124
H -1.571 -0.432 -3.337 0.168 -0.274 -0.138
H 0.140 -0.766 -3.796 -0.246 0.000 0.098
H 3.068 -0.680 -1.586 0.095 0.124 -0.109
H 2.420 0.451 -2.818 0.091 -0.063 0.127
H 2.881 1.053 -1.202 0.225 -0.026 -0.099
H -0.154 -3.471 0.058 0.638 0.684 -0.472
H 1.263 -2.662 0.779 -0.443 -0.137 -0.922
N 0.231 1.454 0.971 1.563 -0.213 -1.320
C 0.327 1.690 2.209 1.972 -0.108 -0.145
N 1.245 1.838 3.076 0.086 -0.147 -0.415
C 1.212 1.874 4.377 -0.014 0.248 2.528
N 1.350 1.914 5.542 -0.291 -0.049 -1.768
```
Positions in Å, forces in eV/Å.

=====

(6)
The following is a quantum chemistry calculation of a structure of composition C6H11ClS at a distorted geometry, from OMol25.

**Calculated total energy**: -29752.655 eV
**HOMO level**: -9.36 eV
**Net charge**: 0
**Energy above the lowest of the compared OMol25 structures with the same formula, charge and spin**: 116.6 kcal per mole

Structure (XYZ):
```
19
Properties=species:S:1:pos:R:3:forces:R:3
C -0.648 -0.814 0.351 -2.491 -0.410 1.421
C -1.739 -1.631 -0.412 -2.888 0.856 1.646
C -0.146 0.321 -0.517 -1.211 4.253 1.698
C 1.284 0.381 -0.916 -0.866 -4.065 -1.723
C 1.740 1.548 -0.206 -3.471 3.779 -1.549
C 0.263 1.543 0.493 1.264 -4.448 3.744
H -0.395 -1.321 2.870 2.273 -1.348 -3.213
H -1.041 -0.316 1.275 -0.939 -0.265 -1.639
H -2.397 -0.859 -0.947 0.999 -1.057 0.648
H -2.617 -2.262 0.239 3.106 1.336 -1.604
H -0.895 0.768 -1.250 0.716 -1.269 0.711
H 1.567 -0.559 -0.468 1.475 -0.183 0.135
H 1.310 0.194 -1.955 1.054 0.367 -1.461
H 2.737 1.470 0.063 1.614 0.213 1.866
H 1.659 2.504 -0.889 0.343 -1.686 1.099
H -0.243 2.392 0.801 -1.065 2.238 -0.937
H 0.009 0.999 1.664 1.952 1.370 -2.880
S 0.473 -1.809 1.458 -1.875 1.046 2.436
Cl -0.921 -2.548 -1.655 0.011 -0.726 -0.399
```
Positions in Å, forces in eV/Å.

=====

(7)
The following is a quantum chemistry calculation of an isolated molecule of C6H11ClSi at a distorted geometry, from OMol25.

**Calculated total energy**: -26795.361 eV
**HOMO level (spin up / spin down)**: -8.37 / -8.36 eV
**Net charge**: 0
**Energy above the lowest of the compared OMol25 structures with the same formula, charge and spin**: 117.4 kcal per mole

Structure (XYZ):
```
19
Properties=species:S:1:pos:R:3:forces:R:3
C 0.370 0.696 1.809 -5.895 1.344 -4.965
C -0.582 1.389 -0.787 -0.610 -0.857 0.593
C -1.977 1.290 -1.220 -0.655 -0.478 0.879
C -0.577 -1.882 0.042 -2.242 -0.322 -1.887
C 1.759 -0.223 -0.833 0.751 -1.214 -1.041
C 1.234 0.495 2.663 4.659 -1.341 5.314
Si 0.131 -0.136 0.136 1.832 0.572 -0.269
Cl 2.409 -0.809 2.676 0.222 -0.476 -0.719
H -0.438 1.474 1.907 1.211 -0.460 0.509
H -2.564 2.188 -0.972 0.129 -0.166 0.263
H -2.080 1.309 -2.264 0.503 0.453 -2.068
H -2.529 0.352 -1.041 -0.129 0.263 0.715
H -1.754 -1.830 -0.036 2.098 -0.019 -0.199
H -0.160 -2.248 -0.987 -0.977 0.422 1.760
H -0.461 -2.692 0.772 0.619 0.558 0.060
H 2.016 -1.351 -0.967 -0.074 1.943 0.299
H 1.465 0.136 -1.878 0.650 -0.317 1.188
H 2.675 0.358 -0.471 -1.454 -0.807 -0.471
H 1.447 0.928 3.624 -0.639 0.900 0.039
```
Positions in Å, forces in eV/Å.

=====

(8)
The following is a quantum chemistry calculation of an isolated molecule of C6H11F2N3 at a distorted geometry, from OMol25.

**Calculated total energy**: -16300.135 eV
**Multiplicity**: 3
**HOMO level (spin up / spin down)**: -7.82 / -9.48 eV
**Net charge**: 0
**Energy above the lowest of the compared OMol25 structures with the same formula, charge and spin**: 0.0 kcal per mole

Structure (XYZ):
```
22
Properties=species:S:1:pos:R:3:forces:R:3
C 2.058 1.153 -0.527 0.891 -0.461 0.225
C 1.428 -0.024 -0.405 -5.019 0.830 -2.572
C -0.831 1.711 0.869 2.990 -0.519 -2.044
C -1.202 -0.702 1.421 2.264 -1.875 -2.566
C -1.221 0.335 0.302 1.622 1.456 0.660
C -0.740 -0.674 -1.852 -0.546 1.113 -1.039
N 2.628 -1.682 0.611 1.163 -2.230 0.732
N 1.787 -1.307 -0.211 -1.050 2.213 -0.018
N -0.261 0.145 -0.837 2.606 -0.905 1.123
F -1.299 -1.838 -1.424 0.012 -0.613 -0.012
F -1.835 -0.014 -2.479 0.551 -0.346 0.497
H 1.543 2.080 -0.781 0.040 -0.574 0.211
H 3.137 1.177 -0.360 -0.291 0.057 -0.038
H 0.256 1.587 1.235 -1.796 0.348 -0.079
H -0.738 2.476 0.049 -0.521 -0.621 0.834
H -1.463 2.000 1.635 -1.182 0.790 1.605
H -2.018 -0.627 2.019 -2.263 0.628 2.107
H -0.292 -0.978 1.982 -0.083 1.163 -0.142
H -1.357 -1.624 0.884 -0.322 -0.679 -0.098
H -2.242 0.365 -0.091 0.295 -0.056 -0.288
H -0.065 -0.855 -2.699 0.246 -0.170 0.642
H 2.728 -2.707 0.660 0.392 0.450 0.261
```
Positions in Å, forces in eV/Å.

=====

energy above the lowest of the compared OMol25 structures with the same formula, charge and spin of number 3 (C6H11Cl)? 70.2 kcal per mole

=====

Repeat the fifth record exactly.
The following is a quantum chemistry calculation of a structure of composition C6H11ClN3RhYb at a distorted geometry, from OMol25.

**Calculated total energy**: -57924.874 eV
**Multiplicity**: 6
**HOMO level (spin up / spin down)**: -4.94 / -5.06 eV
**Net charge**: -1
**Energy above the lowest of the compared OMol25 structures with the same formula, charge and spin**: 5.7 kcal per mole

Structure (XYZ):
```
23
Properties=species:S:1:pos:R:3:forces:R:3
Rh -1.544 1.632 1.528 -2.739 0.010 0.972
Cl -2.516 0.459 3.228 -0.413 0.100 0.478
C -2.443 0.469 0.064 0.187 -0.278 -0.861
H -1.968 -0.534 0.065 -0.452 0.279 -0.131
H -2.378 0.984 -0.920 -0.116 -0.462 0.418
H -3.476 0.332 0.388 0.112 0.037 -0.165
Yb 0.331 -0.299 -0.855 0.330 -1.103 -0.787
C 2.443 0.208 -1.748 -0.452 0.090 0.362
C -0.631 -0.913 -3.023 0.116 0.521 0.827
C 0.549 -2.604 -0.112 -0.294 0.510 1.645
H -0.779 -1.998 -2.890 -0.122 0.257 -0.124
H -1.571 -0.432 -3.337 0.168 -0.274 -0.138
H 0.140 -0.766 -3.796 -0.246 0.000 0.098
H 3.068 -0.680 -1.586 0.095 0.124 -0.109
H 2.420 0.451 -2.818 0.091 -0.063 0.127
H 2.881 1.053 -1.202 0.225 -0.026 -0.099
H -0.154 -3.471 0.058 0.638 0.684 -0.472
H 1.263 -2.662 0.779 -0.443 -0.137 -0.922
N 0.231 1.454 0.971 1.563 -0.213 -1.320
C 0.327 1.690 2.209 1.972 -0.108 -0.145
N 1.245 1.838 3.076 0.086 -0.147 -0.415
C 1.212 1.874 4.377 -0.014 0.248 2.528
N 1.350 1.914 5.542 -0.291 -0.049 -1.768
```
Positions in Å, forces in eV/Å.

=====

Which of these has the lowest energy above the lowest of the compared OMol25 structures with the same formula, charge and spin? C6H11F2N3

=====

energy above the lowest of the compared OMol25 structures with the same formula, charge and spin of number 5 (C6H11ClN3RhYb)? 5.7 kcal per mole